No. 1
The following is a DFT calculation (the ωB97M-V functional and the def2-TZVPD basis) of a molecular structure, C20H43AlN2P3Se in a non-equilibrium geometry.

Summary:
Spin multiplicity: 1
Maximum force, eV Å⁻¹: 2.897
Total charge: +3
LUMO level (spin up / spin down), eV: -12.70 / -12.53

Positions of all 70 atoms, in Å:
Al  0.2696  0.0166  0.4235
P  -2.6272  -0.1356  0.0439
P  0.1845  -2.3815  0.2896
P  -0.0210  2.3895  0.2421
H  4.1952  -0.6815  -0.0512
C  3.4134  0.0920  -0.0561
C  2.4293  0.0686  1.1091
H  2.5792  -0.8058  1.7593
C  -3.3834  -0.1903  -1.6470
C  -3.5176  -1.5324  0.8661
C  -3.6020  1.2478  0.7810
C  1.8086  -3.2180  0.3087
C  -0.5834  -3.3056  1.6677
C  -0.6387  -3.1324  -1.1558
C  1.5659  3.2910  0.2178
C  -0.8563  3.2788  1.6017
C  -0.8924  3.0733  -1.2076
H  3.9478  1.0399  -0.1966
H  2.5593  0.9711  1.7188
H  -4.4751  -0.2837  -1.5849
H  -2.9596  -1.0389  -2.1954
H  -3.1094  0.7168  -2.1992
H  -4.6057  -1.4285  0.7294
H  -3.2978  -1.5093  1.9436
H  -3.2015  -2.4991  0.4535
H  -4.6791  1.0347  0.6975
H  -3.3876  2.1938  0.2682
H  -3.3426  1.3430  1.8449
H  1.6566  -4.2535  -0.0224
H  2.1921  -3.2314  1.3380
H  2.5316  -2.7206  -0.3486
H  -0.5287  -4.3744  1.4237
H  -1.6257  -3.0205  1.8368
H  -0.0045  -3.1409  2.5825
H  -0.2076  -4.1381  -1.2731
H  -0.4572  -2.5215  -2.0550
H  -1.7200  -3.2189  -0.9818
H  1.3462  4.3327  -0.0486
H  2.2588  2.8601  -0.5165
H  2.0145  3.2680  1.2202
H  -0.7085  4.3513  1.4265
H  -0.3973  3.0206  2.5618
H  -1.9287  3.0621  1.6296
H  -0.5250  4.1021  -1.3341
H  -1.9777  3.0807  -1.0387
H  -0.6620  2.4767  -2.1081
C  0.9677  0.0817  -4.4454
C  2.3177  -0.2324  -4.1601
C  3.3019  -0.1255  -5.1317
C  2.9715  0.2255  -6.4603
C  1.6144  0.4374  -6.7791
C  0.6256  0.3509  -5.7989
Se  -0.1876  0.0949  -3.0185
H  2.7985  -0.0487  -0.9498
H  2.5425  -0.5316  -3.1393
H  4.3445  -0.3171  -4.8617
H  3.7606  0.3118  -7.2234
H  1.3503  0.6772  -7.8218
H  -0.4228  0.5067  -6.0612
C  1.1051  0.5328  5.2852
N  -0.1678  0.0527  4.7046
C  -1.2069  -0.5394  5.5669
C  -0.3158  0.0426  3.4249
N  -0.3403  0.0088  2.2399
H  1.0483  0.4635  6.3698
H  1.2916  1.5845  5.0167
H  1.9632  -0.0714  4.9489
H  -2.1731  -0.0525  5.3630
H  -1.3107  -1.6185  5.3616
H  -0.9082  -0.3825  6.6046

Results of the Löwdin charge analysis, in e, for atoms 1 through 4: atom 1 (Al): -0.0079, atom 2 (P): 0.7952, atom 3 (P): 0.7848, atom 4 (P): 0.7798

=====

No. 2
The following is a DFT calculation (the ωB97M-V functional and the def2-TZVPD basis) of 4 unconnected molecules or ions with the total composition C20H43BrN5O6S.

Summary:
Spin multiplicity: 1
Maximum force, eV Å⁻¹: 0.799
Total charge: +1
LUMO level, eV: -3.58

Positions of all 76 atoms, in Å:
C  -3.3316  2.0483  -2.3300
C  -2.0553  1.3838  -1.8073
Br  -0.6522  1.4111  -3.1557
C  -1.5208  2.0013  -0.5029
C  -1.8864  1.1676  0.7273
C  -0.8748  0.0264  1.0015
C  -0.4598  0.1899  2.4207
C  0.4243  -0.6926  3.2402
C  1.4340  -1.4957  2.4061
C  2.6631  -1.8370  3.2449
S  3.7440  -2.9853  2.3770
O  3.2588  -3.0978  1.0358
O  3.9219  -4.1401  3.1840
O  5.1474  -2.2540  2.3688
N  -1.0284  1.2161  2.9383
C  -1.7895  2.0469  1.9848
C  -3.0448  2.6587  2.5640
N  -2.7047  3.8292  3.3678
H  -4.2067  1.4658  -2.0330
H  -3.3244  2.1326  -3.4155
H  -3.4461  3.0548  -1.9235
H  -2.2593  0.3271  -1.6298
H  -1.9118  3.0175  -0.3981
H  -0.4344  2.0943  -0.5605
H  -2.8897  0.7513  0.6139
H  -1.3801  -0.9477  0.9519
H  -0.0531  -0.0281  0.2842
H  -0.1867  -1.3484  3.8690
H  0.9694  -0.0293  3.9210
H  1.7499  -0.8980  1.5508
H  0.9847  -2.4185  2.0402
H  3.2299  -0.9445  3.5121
H  2.3884  -2.3488  4.1683
H  5.1172  -1.3650  1.9742
H  -0.9488  1.4767  3.9177
H  -1.1052  2.8725  1.7436
H  -3.5281  1.9243  3.2177
H  -3.7520  2.8476  1.7477
H  -1.9827  4.3789  2.9144
H  -3.5003  4.4469  3.4758
C  -5.1635  -3.3485  3.2385
C  -4.1110  -2.3143  2.9451
O  -4.3719  -1.1411  2.7175
N  -2.8071  -2.7087  2.9318
C  -2.2240  -4.0164  3.1611
H  -6.1328  -2.8615  3.2071
H  -5.1405  -4.1488  2.4983
H  -5.0145  -3.7873  4.2255
H  -2.2084  -1.9248  2.7414
H  -1.5483  -4.0015  4.0185
H  -1.6646  -4.3548  2.2876
H  -3.0080  -4.7394  3.3629
C  -3.4743  3.3370  -7.5077
C  -2.7316  3.8735  -6.3065
O  -2.5962  3.2120  -5.2871
N  -2.2097  5.1218  -6.3973
C  -2.2672  6.0393  -7.5178
H  -3.8193  2.3361  -7.2688
H  -4.3333  3.9633  -7.7504
H  -2.8245  3.2909  -8.3821
H  -1.7219  5.4176  -5.5663
H  -1.2647  6.2845  -7.8711
H  -2.7700  6.9654  -7.2365
H  -2.8162  5.5911  -8.3393
C  6.4626  -3.3831  -0.2986
C  7.4163  -2.2243  -0.4616
O  7.0232  -1.0694  -0.3525
N  8.7193  -2.4977  -0.7091
C  9.3471  -3.7946  -0.8585
H  5.4867  -2.9496  -0.1181
H  6.4168  -4.0189  -1.1828
H  6.7465  -3.9940  0.5596
H  9.2967  -1.6759  -0.7978
H  10.1240  -3.9391  -0.1066
H  9.8000  -3.8964  -1.8456
H  8.6091  -4.5814  -0.7403

Results of the Löwdin charge analysis, in e, for atoms 1 through 4: atom 1 (C): -0.1211, atom 2 (C): -0.7344, atom 3 (Br): 0.7268, atom 4 (C): -0.2236

=====

No. 3
The following is a DFT calculation (the ωB97M-V functional and the def2-TZVPD basis) of a molecular structure, C20H43CeN2P3Se in a non-equilibrium geometry.

Summary:
Spin multiplicity: 2
Maximum force, eV Å⁻¹: 4.785
Total charge: +3
Relative energy (zero: lowest compared OMol25 entry of this formula, charge and spin), kcal/mol: 0.0
LUMO level (spin up / spin down), eV: -10.15 / -10.04
⟨S²⟩: 0.751

Positions of all 70 atoms, in Å:
Ce  -2.0750  -0.3163  -0.4586
P  -1.4474  -2.4753  0.8764
P  1.8552  -0.3331  1.8390
P  1.1395  -1.1166  -1.3684
H  -3.4621  2.4399  -3.4332
C  -3.0631  1.4004  -3.4844
C  -2.3452  0.7561  -2.4800
H  -1.7854  1.4212  -1.7387
C  -2.9804  -2.2659  1.8842
C  -0.4966  -3.6763  1.7626
C  -2.0656  -3.2738  -0.6367
C  3.2852  0.8181  2.0595
C  1.2545  -0.1276  3.5885
C  2.8500  -1.8805  2.1345
C  0.8476  -1.0804  -3.2168
C  1.6759  -2.8726  -1.2810
C  2.8770  -0.4842  -1.5318
H  -3.2940  0.8660  -4.4161
H  -2.1418  -0.3663  -2.5969
H  -3.5729  -1.3478  1.6776
H  -2.6944  -2.2145  2.9482
H  -3.6408  -3.1321  1.7260
H  -0.1414  -3.2117  2.6848
H  0.3758  -3.9784  1.1815
H  -1.1174  -4.5479  1.9908
H  -2.5820  -2.6357  -1.3876
H  -2.7898  -3.9573  -0.1854
H  -1.3007  -3.8439  -1.1812
H  3.8939  0.4018  2.8786
H  2.9630  1.8362  2.3207
H  3.8779  0.8740  1.1372
H  2.1157  -0.3344  4.2350
H  0.4435  -0.8420  3.7959
H  0.8953  0.9024  3.7557
H  3.4559  -1.7807  3.0489
H  3.5158  -2.0362  1.2748
H  2.1725  -2.7401  2.2297
H  1.7230  -1.5591  -3.6975
H  0.7456  -0.0375  -3.5676
H  -0.0653  -1.6478  -3.4521
H  2.3114  -3.1077  -2.1439
H  0.8100  -3.5345  -1.2879
H  2.2521  -3.0488  -0.3703
H  3.2672  -0.9388  -2.4542
H  3.5043  -0.8176  -0.6990
H  2.9527  0.6071  -1.6169
C  0.8125  3.3057  -2.6358
C  -0.3153  3.8756  -3.2939
C  -0.2880  4.0230  -4.6994
C  0.8177  3.5990  -5.4620
C  1.9961  3.3567  -4.7573
C  2.0179  3.2469  -3.3585
Se  1.0514  2.6725  -0.7992
H  0.9813  1.2214  -1.3283
H  -1.1203  4.3257  -2.6786
H  -1.1310  4.4595  -5.2395
H  0.7983  3.3728  -6.5370
H  2.9249  3.2079  -5.2752
H  2.9541  3.0047  -2.8243
C  -1.9208  0.3626  5.0052
N  -2.1688  1.3918  3.9418
C  -2.8244  2.6504  4.3478
C  -2.0210  1.0937  2.6881
N  -2.0103  0.8230  1.5317
H  -2.3607  0.7265  5.9476
H  -0.8341  0.2096  5.0992
H  -2.3653  -0.5888  4.6870
H  -2.1282  3.5071  4.2965
H  -3.6362  2.8577  3.6336
H  -3.2292  2.5352  5.3669

Results of the Löwdin charge analysis, in e, for atoms 1 through 4: atom 1 (Ce): 1.0213, atom 2 (P): 0.6814, atom 3 (P): 0.7767, atom 4 (P): 0.7296

=====

No. 4
The following is a DFT calculation (the ωB97M-V functional and the def2-TZVPD basis) of a molecular structure, C20H43GaN2P3S in a non-equilibrium geometry.

Summary:
Spin multiplicity: 1
Maximum force, eV Å⁻¹: 3.171
Total charge: +3
Relative energy (zero: lowest compared OMol25 entry of this formula, charge and spin), kcal/mol: 29.4
LUMO level, eV: -7.84

Positions of all 70 atoms, in Å:
Ga  -1.9929  1.8004  -2.5167
P  0.5680  -2.9020  0.6938
P  2.1405  0.1296  2.9748
P  -1.8685  -0.2227  -3.5763
H  -0.1588  3.1378  -1.3227
C  -0.5551  3.0116  -2.3345
C  -1.8122  3.6661  -2.7310
H  -2.3459  4.2984  -2.0148
C  1.7968  -3.6691  -0.3762
C  0.6233  -3.6741  2.3221
C  -1.0717  -3.1332  -0.0052
C  2.7837  1.6719  3.5754
C  0.8663  -0.5491  4.0218
C  3.4799  -0.9681  2.5614
C  -2.3541  -0.2730  -5.3202
C  -2.9942  -1.3466  -2.6979
C  -0.2032  -0.9475  -3.4668
H  0.2252  2.8800  -3.0892
H  -1.9242  4.0024  -3.7685
H  1.6648  -4.7620  -0.3714
H  2.8084  -3.4248  -0.0210
H  1.6850  -3.2935  -1.4039
H  0.4252  -4.7516  2.2142
H  -0.1405  -3.2326  2.9776
H  1.6092  -3.5353  2.7864
H  -1.4600  -4.1178  0.2974
H  -1.0436  -3.0875  -1.1029
H  -1.7536  -2.3579  0.3728
H  3.1014  1.5052  4.6149
H  2.0189  2.4580  3.5480
H  3.6519  1.9996  2.9883
H  1.1796  -1.5302  4.4000
H  -0.0954  -0.6540  3.4994
H  0.7201  0.1342  4.8690
H  3.9983  -1.2028  3.5013
H  4.1849  -0.4667  1.8844
H  3.1403  -1.8994  2.0895
H  -2.8151  -1.2448  -5.5471
H  -1.4715  -0.1251  -5.9562
H  -3.0798  0.5255  -5.5231
H  -3.1521  -2.2460  -3.3108
H  -3.9607  -0.8485  -2.5435
H  -2.5919  -1.6374  -1.7179
H  0.1386  -1.2069  -4.4783
H  -0.2021  -1.8522  -2.8422
H  0.4983  -0.2213  -3.0344
C  2.3418  1.5439  0.2974
C  3.2708  0.9768  -0.5836
C  4.2722  1.7773  -1.1370
C  4.2992  3.1523  -0.8877
C  3.2987  3.7322  -0.1021
C  2.3163  2.9347  0.4904
S  1.1681  0.4590  1.1323
H  0.8718  -1.4535  0.8318
H  3.1876  -0.0931  -0.7908
H  5.0338  1.3041  -1.7552
H  5.1021  3.7715  -1.3031
H  3.2951  4.8099  0.0604
H  1.5315  3.3595  1.1220
C  -5.2873  1.1597  1.5973
N  -3.8896  0.7920  1.3132
C  -3.1449  0.0433  2.3449
C  -3.3155  1.1675  0.2236
N  -2.7952  1.4296  -0.8055
H  -5.6080  0.5794  2.4649
H  -5.9238  0.9215  0.7351
H  -5.3793  2.2329  1.8154
H  -2.6737  -0.8509  1.9090
H  -2.3646  0.6692  2.8034
H  -3.8688  -0.2562  3.1045

Results of the Löwdin charge analysis, in e, for atoms 1 through 4: atom 1 (Ga): 0.3280, atom 2 (P): 0.8623, atom 3 (P): 0.6446, atom 4 (P): 0.7792

=====

No. 5
The following is a DFT calculation (the ωB97M-V functional and the def2-TZVPD basis) of a molecular structure, C20H43MoNO6PS3Si4 in a non-equilibrium geometry.

Summary:
Spin multiplicity: 2
Maximum force, eV Å⁻¹: 4.544
Relative energy (zero: lowest compared OMol25 entry of this formula, charge and spin), kcal/mol: 69.7
LUMO level (spin up / spin down), eV: -1.74 / -1.32
⟨S²⟩: 0.768

Positions of all 79 atoms, in Å:
Mo  0.1095  -1.1260  -0.3322
C  3.3919  -4.8487  4.1428
C  3.8685  -3.6674  3.3162
O  2.7411  -2.8792  2.9822
P  2.7624  -1.9681  1.6122
S  1.9070  -1.5676  -1.5534
S  0.7993  -1.2819  1.9272
O  3.6258  -0.6743  2.0982
C  3.4007  -0.0768  3.3692
C  3.7740  1.3941  3.3127
H  4.2364  -5.4373  4.4887
H  2.7363  -5.4783  3.5501
H  2.8341  -4.4878  5.0016
H  4.3825  -4.0063  2.4092
H  4.5764  -3.0621  3.8957
H  4.0116  -0.5923  4.1177
H  2.3458  -0.1931  3.6481
H  4.7980  1.5025  2.9641
H  3.6829  1.8271  4.3062
H  3.1150  1.9243  2.6289
C  2.8713  1.4392  -3.3519
Si  2.4204  2.2092  -1.6577
C  2.4071  4.1128  -1.9057
C  3.8289  1.7887  -0.4359
Si  0.3286  1.2888  -0.8008
Si  -1.2585  1.2295  -2.7982
C  -3.1220  1.0580  -2.4040
C  -1.0484  3.0161  -3.4589
C  -0.7155  -0.0768  -4.0714
Si  -0.5740  2.5037  1.1055
C  0.0926  4.2995  1.0905
C  -2.4793  2.5631  0.9405
C  -0.2622  1.7882  2.8495
H  3.8942  1.6723  -3.6336
H  2.2244  1.7895  -4.1493
H  2.7876  0.3587  -3.2983
H  3.2932  4.4302  -2.4454
H  2.3964  4.6417  -0.9604
H  1.5454  4.4404  -2.4756
H  4.8048  1.8724  -0.9076
H  3.7305  0.7676  -0.0755
H  3.8290  2.4495  0.4266
H  -3.4553  1.8018  -1.6880
H  -3.3550  0.0795  -1.9980
H  -3.7215  1.1836  -3.3032
H  -1.1967  3.7443  -2.6692
H  -1.7740  3.2263  -4.2375
H  -0.0625  3.1730  -3.8775
H  -0.8814  -1.0779  -3.6707
H  0.3406  0.0112  -4.3064
H  -1.2709  0.0002  -5.0039
H  -0.0914  4.7815  0.1362
H  1.1622  4.3262  1.2698
H  -0.3822  4.9015  1.8589
H  -2.7890  3.1682  0.0943
H  -2.9381  2.9924  1.8263
H  -2.8899  1.5650  0.8149
H  0.7962  1.6476  3.0427
H  -0.7445  0.8187  2.9539
H  -0.6525  2.4387  3.6287
O  -1.9254  -2.7412  -2.4081
C  -2.4905  -2.3045  -1.3994
N  -1.8237  -1.4636  -0.5802
S  -2.2775  -1.3408  1.0218
O  -2.3201  -2.6770  1.5493
O  -3.8754  -0.9095  0.6843
C  -4.5318  -1.8718  -0.0279
C  -5.8650  -2.1246  0.2610
C  -6.5539  -3.0990  -0.4396
C  -5.9206  -3.8284  -1.4366
C  -4.6005  -3.5666  -1.7406
C  -3.8878  -2.5937  -1.0417
H  -6.3395  -1.5443  1.0348
H  -7.5861  -3.2963  -0.1925
H  -6.4557  -4.5964  -1.9764
H  -4.0828  -4.0971  -2.5256
O  -0.1319  -3.6433  -0.2388
H  0.5297  -4.1103  0.2805
H  -0.0518  -3.9185  -1.1603

Results of the Löwdin charge analysis, in e, for atoms 1 through 4: atom 1 (Mo): 0.6514, atom 2 (C): -0.0733, atom 3 (C): -0.3340, atom 4 (O): -0.4505

=====

No. 6
The following is a DFT calculation (the ωB97M-V functional and the def2-TZVPD basis) of a molecular structure, C20H43N2O5S4 in a non-equilibrium geometry.

Summary:
Spin multiplicity: 1
Maximum force, eV Å⁻¹: 2.105
Total charge: -1
Relative energy (zero: lowest compared OMol25 entry of this formula, charge and spin), kcal/mol: 16.1
LUMO level, eV: 2.26

Positions of all 74 atoms, in Å:
O  2.0315  0.0006  0.9125
S  1.5708  1.3639  1.0190
O  0.8872  1.6026  2.2599
N  2.7940  2.3780  0.8571
S  2.7377  3.2787  -0.4823
O  1.6555  4.2310  -0.5204
O  4.0284  3.8920  -0.6099
C  2.6275  2.2014  -1.9458
C  1.2073  2.0545  -2.5060
C  0.7621  0.6045  -2.7257
S  1.9726  -0.3132  -3.7109
C  2.1804  -1.8370  -2.8526
S  1.0124  -2.4141  -1.8667
N  3.3270  -2.5931  -3.0719
C  4.1624  -2.7661  -1.8752
C  4.6738  -1.4345  -1.3442
O  4.9103  -0.4670  -2.3535
C  5.2087  -0.9864  -3.6113
C  4.2228  -2.0714  -4.1074
H  0.6490  1.5565  0.0469
H  2.9828  1.2482  -1.6003
H  3.3009  2.6197  -2.6689
H  1.1185  2.6269  -3.4187
H  0.5197  2.4593  -1.7773
H  0.6083  0.0824  -1.7936
H  -0.1795  0.6450  -3.2513
H  3.5990  -3.2393  -1.0885
H  4.9972  -3.4086  -2.1260
H  3.9109  -1.0239  -0.6995
H  5.5385  -1.6024  -0.7045
H  5.1503  -0.1531  -4.2992
H  6.2307  -1.3614  -3.6851
H  3.6737  -1.7522  -4.9792
H  4.8246  -2.9106  -4.4389
C  -2.3217  -0.3209  7.2820
C  -1.5562  -1.3792  6.4928
C  -0.1138  -1.5605  6.9608
C  0.7722  -0.3231  6.8077
C  0.8695  0.2276  5.3839
C  1.4884  -0.7481  4.3911
H  -1.8700  0.6657  7.1737
H  -3.3522  -0.2490  6.9297
H  -2.3475  -0.5707  8.3455
H  -1.5803  -1.1331  5.4289
H  -2.0756  -2.3367  6.5964
H  0.3313  -2.3964  6.4147
H  -0.1178  -1.8593  8.0157
H  1.7779  -0.5728  7.1622
H  0.4092  0.4685  7.4716
H  1.4783  1.1338  5.4065
H  -0.1166  0.5340  5.0261
H  2.4973  -1.0339  4.7031
H  1.5517  -0.2876  3.4120
H  0.8914  -1.6583  4.2887
C  -2.6360  -0.6359  -2.9682
C  -3.2236  0.7546  -3.1977
C  -4.2106  1.1837  -2.1135
C  -5.4583  0.3072  -1.9964
C  -6.2848  0.1884  -3.2760
C  -6.8544  1.5205  -3.7560
H  -3.4083  -1.4069  -2.9806
H  -1.9159  -0.8823  -3.7497
H  -2.1159  -0.6881  -2.0103
H  -3.6977  0.7967  -4.1829
H  -2.4071  1.4818  -3.2228
H  -4.5080  2.2204  -2.2956
H  -3.6974  1.1860  -1.1476
H  -6.0923  0.7116  -1.2009
H  -5.1700  -0.6948  -1.6682
H  -7.1131  -0.5002  -3.0882
H  -5.6870  -0.2634  -4.0720
H  -7.4908  1.9694  -2.9905
H  -7.4594  1.3791  -4.6532
H  -6.0648  2.2312  -4.0031

Results of the Löwdin charge analysis, in e, for atoms 1 through 4: atom 1 (O): -0.3875, atom 2 (S): 0.4840, atom 3 (O): -0.3754, atom 4 (N): -0.3364